[1]
A molecular structure, C14H42N12O10Zn at a distorted geometry, computed with ωB97M-V/def2-TZVPD.

**Energy relative to the best compared isomer or geometry (same formula, charge and spin)**: 10.241 eV
**Frontier orbital gap**: 3.5 eV

Cartesian coordinates (Å):
Zn1 3.61 3.33 -0.94
C1 0.88 0.09 -1.15
O1 0.38 -1.00 -1.40
O2 0.81 1.11 -1.78
O3 1.79 0.19 -0.32
C2 4.00 -5.76 -0.32
O4 4.77 -6.65 -0.58
N1 2.74 -5.71 -0.55
N2 4.38 -4.54 -0.01
H1 2.24 -4.84 -0.49
H2 2.35 -6.51 -1.02
H3 5.32 -4.35 0.29
H4 3.73 -3.77 -0.03
C3 -0.36 -0.16 -7.55
O5 -0.76 -0.32 -8.69
N3 -0.72 -1.03 -6.66
N4 0.37 0.82 -7.14
H5 -0.30 -1.04 -5.74
H6 -1.38 -1.76 -6.90
H7 0.58 0.87 -6.16
H8 0.72 1.59 -7.70
C4 -0.85 5.59 1.75
O6 0.37 5.43 1.51
N5 -1.44 5.27 2.89
N6 -1.74 6.19 0.93
H9 -0.86 4.74 3.52
H10 -2.43 5.12 3.01
H11 -1.52 6.32 -0.04
H12 -2.68 6.24 1.29
C5 -7.15 -3.66 -1.27
O7 -7.10 -3.03 -0.23
N7 -8.14 -4.43 -1.63
N8 -6.16 -3.79 -2.06
H13 -9.01 -4.35 -1.12
H14 -8.03 -5.03 -2.44
H15 -6.18 -4.36 -2.90
H16 -5.26 -3.46 -1.74
C6 -5.31 2.88 -2.37
O8 -5.12 2.34 -1.32
N9 -4.51 2.92 -3.33
N10 -6.37 3.61 -2.59
H17 -3.61 2.50 -3.17
H18 -4.80 3.43 -4.15
H19 -7.16 3.69 -1.97
H20 -6.35 4.20 -3.41
C7 9.25 1.09 -1.48
C8 7.99 1.77 -0.89
C9 8.32 3.16 -0.32
O9 7.10 3.64 0.22
C10 7.26 4.88 0.98
N11 6.97 2.06 -1.91
H21 9.74 1.75 -2.18
H22 8.83 0.22 -2.00
H23 9.96 0.59 -0.81
H24 7.64 1.14 -0.07
H25 8.66 3.93 -1.01
H26 9.03 2.99 0.50
H27 6.37 4.83 1.62
H28 7.24 5.83 0.44
H29 8.15 4.87 1.61
H30 6.73 1.13 -2.22
H31 7.36 2.41 -2.78
C11 -1.61 -3.41 5.31
C12 -2.93 -2.95 4.98
C13 -3.92 -2.91 6.13
O10 -5.13 -2.40 5.59
C14 -6.08 -2.29 6.62
N12 -2.81 -1.63 4.29
H32 -1.00 -3.48 4.40
H33 -1.73 -4.29 5.93
H34 -0.98 -2.71 5.87
H35 -3.35 -3.63 4.24
H36 -3.51 -2.22 6.87
H37 -3.95 -3.88 6.62
H38 -6.10 -3.12 7.33
H39 -7.08 -2.14 6.21
H40 -5.79 -1.36 7.11
H41 -2.26 -1.06 4.91
H42 -2.11 -1.77 3.58


[2]
7 unconnected molecules or ions with the total composition C14H42O11 at a distorted geometry, computed with ωB97M-V/def2-TZVPD.

**Energy relative to the best compared isomer or geometry (same formula, charge and spin)**: 3.301 eV
**Frontier orbital gap**: 10.3 eV
**SMILES string**: OCCO.OCCO.OCCO.OCCO.CCO.CCO.CCO

Cartesian coordinates (Å):
C1 5.88 3.63 -4.15
C2 4.55 3.10 -4.90
O1 4.90 2.86 -6.26
H1 5.62 4.09 -3.19
H2 6.40 4.49 -4.56
H3 6.55 2.82 -3.88
H4 3.64 3.71 -4.93
H5 4.24 2.13 -4.51
H6 4.14 2.49 -6.71
C3 1.51 -4.03 8.61
C4 1.81 -5.13 9.69
O2 1.37 -4.76 10.98
H7 0.49 -3.66 8.73
H8 1.76 -4.24 7.57
H9 2.12 -3.20 8.96
H10 2.89 -5.26 9.82
H11 1.38 -6.10 9.46
H12 1.30 -5.51 11.57
C5 -3.19 5.62 -0.67
C6 -3.52 5.19 -2.11
O3 -2.41 4.53 -2.84
H13 -2.69 4.99 0.07
H14 -4.17 5.90 -0.29
H15 -2.72 6.61 -0.76
H16 -3.91 6.08 -2.61
H17 -4.30 4.45 -2.25
H18 -2.73 4.18 -3.67
C7 0.01 -1.21 0.69
C8 -1.11 -1.58 -0.25
O4 -2.03 -0.48 -0.36
O5 0.76 -0.20 0.05
H19 0.70 -2.00 1.00
H20 -0.39 -0.77 1.61
H21 -1.68 -2.49 -0.02
H22 -0.82 -1.68 -1.29
H23 -1.59 0.28 -0.75
H24 1.39 0.25 0.62
C9 7.06 1.32 2.44
C10 7.85 0.53 3.35
O6 8.77 -0.28 2.79
O7 5.84 1.64 3.12
H25 6.69 0.82 1.54
H26 7.71 2.14 2.14
H27 7.25 -0.14 3.97
H28 8.34 1.22 4.04
H29 8.37 -0.93 2.21
H30 5.94 2.35 3.77
C11 -9.41 -2.99 2.50
C12 -7.89 -2.96 2.84
O8 -7.36 -1.73 3.21
O9 -9.91 -4.23 2.08
H31 -9.68 -2.25 1.74
H32 -9.87 -2.78 3.47
H33 -7.35 -3.29 1.96
H34 -7.66 -3.77 3.54
H35 -6.83 -1.43 2.47
H36 -10.62 -4.19 1.44
C13 -2.20 -0.45 -8.23
C14 -0.73 -0.94 -7.92
O10 0.16 -0.13 -8.81
O11 -2.27 0.96 -7.99
H37 -2.87 -1.02 -7.60
H38 -2.47 -0.67 -9.26
H39 -0.72 -2.03 -7.98
H40 -0.54 -0.73 -6.86
H41 0.06 -0.47 -9.70
H42 -1.81 1.36 -8.73


[3]
7 unconnected molecules or ions with the total composition C14H42O14 at a distorted geometry, computed with ωB97M-V/def2-TZVPD.

**Energy relative to the best compared isomer or geometry (same formula, charge and spin)**: 1.431 eV
**Frontier orbital gap**: 9.7 eV
**SMILES string**: OCCO.OCCO.OCCO.OCCO.OCCO.OCCO.OCCO

Cartesian coordinates (Å):
C1 -2.66 3.58 0.60
C2 -3.15 4.79 -0.21
O1 -2.26 5.06 -1.28
O2 -1.55 3.95 1.45
H1 -2.32 2.88 -0.16
H2 -3.46 3.19 1.22
H3 -3.20 5.68 0.42
H4 -4.18 4.66 -0.55
H5 -1.46 5.44 -0.92
H6 -2.01 4.17 2.27
C3 -0.39 -0.71 1.04
C4 -0.72 0.79 1.09
O3 -0.10 1.54 0.04
O4 -1.26 -1.38 0.16
H7 -0.63 -1.02 2.06
H8 0.66 -0.72 0.74
H9 -0.57 1.29 2.05
H10 -1.79 0.87 0.85
H11 0.25 2.36 0.41
H12 -0.93 -2.28 0.05
C5 1.53 5.96 2.83
C6 2.43 4.70 2.76
O5 2.27 3.82 1.64
O6 0.19 5.59 2.93
H13 1.73 6.67 2.03
H14 1.97 6.34 3.76
H15 2.21 4.13 3.67
H16 3.47 5.04 2.78
H17 2.63 2.98 1.93
H18 0.01 4.96 2.22
C7 -3.23 0.92 -2.14
C8 -1.86 1.37 -2.60
O7 -1.69 1.30 -4.02
O8 -3.35 -0.46 -1.73
H19 -3.99 1.16 -2.88
H20 -3.57 1.39 -1.20
H21 -1.06 0.83 -2.12
H22 -1.79 2.44 -2.37
H23 -2.43 1.74 -4.43
H24 -2.85 -0.56 -0.91
C9 3.69 -0.08 -2.85
C10 3.01 1.03 -2.09
O9 3.17 0.84 -0.65
O10 5.08 0.19 -2.98
H25 3.22 -0.07 -3.83
H26 3.57 -1.08 -2.43
H27 1.93 1.05 -2.23
H28 3.51 1.96 -2.34
H29 2.51 1.40 -0.22
H30 5.52 0.02 -2.14
C11 1.56 -3.59 -0.84
C12 2.42 -4.78 -1.18
O11 1.80 -5.75 -1.97
O12 0.35 -3.92 -0.14
H31 1.24 -3.20 -1.82
H32 2.10 -2.82 -0.30
H33 2.81 -5.23 -0.26
H34 3.30 -4.27 -1.60
H35 1.73 -5.44 -2.88
H36 0.18 -4.85 -0.37
C13 -0.91 -7.18 1.99
C14 -2.00 -6.25 2.54
O13 -1.79 -4.88 2.32
O14 -0.70 -6.86 0.62
H37 -1.30 -8.19 2.17
H38 -0.03 -7.07 2.62
H39 -2.02 -6.40 3.62
H40 -2.96 -6.61 2.15
H41 -1.41 -4.71 1.45
H42 -0.49 -7.67 0.15